Density functional theory data (ωB97M-V/def2-TZVPD) for C30H25ClHfN2O4P as an isolated structure.

Last column: Löwdin charge in e.
Cartesian coordinates (Å):
Hf -13.991 -4.595 9.836  1.654
C -16.064 2.162 14.607  -0.082
C -14.785 1.861 14.283  -0.088
C -14.454 0.772 13.452  -0.093
C -15.452 -0.085 13.061  -0.419
C -16.813 0.293 13.275  -0.111
C -17.104 1.385 14.039  -0.080
P -15.221 -1.782 12.553  1.061
C -14.257 -2.368 13.995  -0.371
C -12.868 -2.276 14.064  -0.097
C -12.260 -2.648 15.268  -0.077
C -13.018 -2.973 16.407  -0.073
C -14.434 -2.911 16.376  -0.071
C -15.039 -2.689 15.135  -0.106
C -14.101 -1.575 11.162  -0.404
C -13.812 -0.385 10.415  -0.021
C -12.733 -0.385 9.491  -0.072
C -11.926 -1.451 9.286  -0.032
C -12.318 -2.694 9.969  -0.174
C -13.456 -2.767 10.776  -0.331
H -16.303 3.031 15.231  0.115
H -13.885 2.384 14.713  0.127
H -13.420 0.478 13.241  0.112
H -17.547 -0.375 12.812  0.092
H -18.155 1.568 14.343  0.118
H -12.290 -1.997 13.211  0.091
H -11.168 -2.627 15.312  0.106
H -12.468 -3.280 17.286  0.100
H -15.038 -3.164 17.288  0.122
H -16.152 -2.837 15.112  0.118
H -14.431 0.473 10.588  0.103
H -12.529 0.578 9.070  0.108
H -11.108 -1.509 8.588  0.109
H -11.594 -3.454 9.982  0.073
C -12.154 -6.328 7.953  -0.175
N -12.903 -5.096 8.031  -0.137
C -13.333 -4.515 6.897  -0.018
C -14.427 -3.668 7.029  -0.271
C -15.030 -2.606 6.318  0.025
C -16.006 -2.027 7.155  -0.039
C -16.047 -2.764 8.314  -0.100
N -15.101 -3.741 8.275  -0.108
C -10.830 -6.199 8.686  -0.241
C -9.750 -5.610 8.066  -0.039
C -8.535 -5.448 8.760  -0.053
C -8.484 -5.802 10.105  -0.070
C -9.580 -6.452 10.717  -0.058
C -10.779 -6.565 10.023  -0.067
H -11.981 -6.481 6.850  0.140
H -12.730 -7.152 8.396  0.112
H -12.814 -4.702 5.931  0.159
H -14.815 -2.324 5.317  0.108
H -16.642 -1.215 6.892  0.104
H -16.542 -2.584 9.212  0.100
H -9.672 -5.452 7.022  0.104
H -7.671 -5.180 8.165  0.111
H -7.603 -5.543 10.681  0.107
H -9.353 -7.072 11.637  0.135
H -11.657 -6.884 10.547  0.092
O -15.774 -7.346 11.848  -0.162
Cl -15.134 -6.332 11.112  0.762
O -15.939 -5.133 10.786  -0.343
O -14.653 -6.846 9.740  -0.348
O -13.923 -5.806 11.782  -0.340

**Total charge**: +1
**Energy relative to the best compared isomer or geometry (same formula, charge and spin)**: 16.9 kcal/mol
**HOMO**: -10.595 eV
**Maximum force**: 4.49 eV/A